# 1
C4H5NO2 | wB97M-V/def2-TZVPD

XYZ file:
```
12
Properties=species:S:1:pos:R:3:mulliken_charge:R:1
C 0.85 1.68 -0.36 0.14
C -1.33 -1.18 0.31 -0.15
N 0.03 -0.71 0.29 -0.05
H -1.09 0.73 1.30 0.18
O 1.55 0.48 -0.83 -0.30
H -1.67 -1.68 -0.60 0.22
H -1.61 -1.70 1.23 0.23
H 0.47 2.22 -1.22 0.38
H 1.65 -1.56 -0.72 0.39
C -1.01 0.31 0.29 -0.75
O 1.07 2.09 0.74 -0.45
C 1.09 -0.68 -0.42 0.18
```

Computed properties:
2S+1	1
total charge	0
energy relative to the best compared isomer or geometry (same formula, charge and spin)	478.3	kJ/mol
HOMO-LUMO gap	8.3268	eV
calculated total energy	-360.4872	Ha

# 2
C5H6Br2O | wB97M-V/def2-TZVPD

XYZ file:
```
14
Properties=species:S:1:pos:R:3:mulliken_charge:R:1
H 1.75 0.75 1.45 0.43
O -1.26 1.45 0.15 -0.40
C 0.67 0.24 -0.79 -1.36
C -1.80 -2.47 -0.22 -0.43
C 0.70 0.86 1.46 -0.55
H 0.98 -0.85 -0.70 0.28
H 0.08 0.12 -1.70 0.38
C -2.67 -1.64 -0.41 0.09
H 1.42 0.89 -1.18 0.41
H -3.18 -0.71 -0.26 0.35
C -0.05 0.93 0.33 0.83
H -1.58 1.63 1.01 0.23
Br 0.01 1.77 2.98 -0.26
Br -0.75 -3.91 0.17 -0.01
```

Computed properties:
2S+1	1
total charge	0
energy relative to the best compared isomer or geometry (same formula, charge and spin)	76.2	kJ/mol
HOMO-LUMO gap	9.2516	eV
SMILES	C/C(O)=C/Br.C#CBr
calculated total energy	-5417.2521	Ha

# 3
C37H39F6N5O3PW | wB97M-V/def2-TZVPD

XYZ file:
```
92
Properties=species:S:1:pos:R:3:mulliken_charge:R:1
C 2.07 -3.35 2.57 -0.58
C 2.90 2.05 0.47 0.71
C 1.99 -3.19 -0.99 -1.65
H 2.49 0.40 -4.38 0.49
C -2.38 -0.02 -1.42 0.07
H 2.41 -3.97 -1.61 0.50
C -1.49 0.86 5.36 -0.60
C 3.37 -3.72 2.84 -0.68
H -3.85 4.05 0.18 0.23
H 1.26 -4.06 2.67 0.48
C 1.90 4.25 -3.03 -1.86
C -1.41 -3.55 2.74 -0.75
C 1.86 0.95 -3.69 -1.66
C -2.27 0.68 4.22 -0.76
C 1.80 -2.05 2.16 0.42
F -0.57 5.18 -3.97 -0.29
H -2.33 -0.14 2.23 0.47
C -2.63 -4.01 0.28 -0.84
H 1.95 5.31 -3.27 0.51
N 0.16 -0.56 0.39 0.19
H -3.75 -5.53 1.31 0.43
H -3.29 1.03 4.20 0.48
F -1.76 4.26 -2.44 -0.23
H 2.61 -0.14 1.66 0.33
C 0.35 -0.28 4.31 -0.40
H 3.59 -4.73 3.15 0.44
H -2.41 -2.99 -3.63 0.31
H -2.23 -1.70 -4.84 0.38
H 0.14 1.54 1.86 -0.01
H 5.42 -3.09 2.94 0.42
W 0.48 0.83 -0.88 1.69
H -5.29 3.11 0.15 0.29
F -0.78 3.04 -3.91 -0.19
C 4.14 -1.51 2.29 -0.73
H 2.77 3.97 -2.43 0.32
C 4.41 -2.80 2.71 -0.68
H -0.55 -0.04 -4.52 0.50
H -1.71 2.98 -0.26 -0.18
H -3.12 -4.19 -0.66 0.53
F 0.29 6.27 -1.64 -0.27
H -1.38 -2.42 -0.44 0.20
C -2.99 -4.76 1.39 -0.71
C 0.62 3.96 -2.24 0.40
C -0.63 4.14 -3.15 0.54
N 0.47 2.17 1.12 -0.44
H -4.37 -0.79 -1.62 0.50
C -1.06 -2.79 1.63 0.05
C -0.19 0.39 5.40 -0.78
F 1.65 5.14 -0.44 -0.28
C -0.43 -0.47 3.17 -0.05
N -4.29 3.14 0.20 -0.42
H -1.31 -3.20 -4.99 0.43
C 2.84 -1.13 2.01 -0.72
H -0.21 -3.73 -2.43 0.52
C 0.09 -2.70 -2.53 -0.12
H 0.41 0.52 6.29 0.46
C 0.95 -0.03 -2.96 1.96
H -0.95 -3.35 3.70 0.51
H -1.91 1.35 6.23 0.42
C -3.75 0.02 -1.28 -0.70
C 1.18 -2.24 -1.83 0.80
C -2.37 -4.54 2.61 -0.82
C -1.73 0.02 3.13 -0.08
C 0.53 5.06 -1.15 0.48
H 1.35 -0.67 4.34 0.48
P 0.14 -1.42 1.71 1.44
O 0.53 2.73 -1.66 0.79
F -0.45 4.81 -0.25 -0.24
H -2.65 -5.13 3.47 0.46
H -0.16 2.97 1.13 0.25
H -1.90 -0.86 -1.91 -0.37
H 1.36 -3.67 -0.24 0.24
C -1.67 -3.03 0.40 0.28
H 2.80 -2.67 -0.48 0.33
O 4.07 2.27 0.63 -0.71
C -0.58 -1.89 -3.48 0.25
H 2.13 2.37 2.46 0.46
C -2.26 2.08 -0.52 0.16
H 1.26 1.65 -4.28 0.40
H 4.94 -0.80 2.18 0.54
N -4.41 1.05 -0.75 -0.65
C -0.13 -0.61 -3.70 -1.16
C -3.65 2.09 -0.38 -0.04
C 1.60 -0.88 -1.96 -1.19
N -1.57 1.02 -1.03 0.74
H 1.91 3.69 -3.96 0.36
H 2.50 1.49 -2.99 0.28
H 1.92 3.73 1.37 0.38
O 2.39 1.33 -0.48 -0.68
C 1.84 2.65 1.45 -0.67
H 2.67 -0.71 -1.75 0.76
C -1.70 -2.47 -4.28 -1.87
```

Computed properties:
2S+1	1
total charge	+1
energy relative to the best compared isomer or geometry (same formula, charge and spin)	161.1	kJ/mol
HOMO-LUMO gap (alpha / beta)	6.1849 / 5.9983	eV
calculated total energy	-2940.3998	Ha

# 4
C22H26FN3O6 | wB97M-V/def2-TZVPD

XYZ file:
```
58
Properties=species:S:1:pos:R:3:mulliken_charge:R:1
H 1.70 3.20 2.37 0.35
H -0.13 0.23 4.02 0.35
C 1.08 -0.96 -4.71 -0.77
C -1.14 -2.59 0.34 0.31
H -1.08 -1.38 -4.60 0.46
O 1.51 1.87 0.34 -0.17
H 0.71 -0.54 -5.59 0.38
C 1.96 2.00 3.97 0.45
H -3.26 1.41 0.44 0.09
H -0.32 -1.53 0.43 -0.33
N 2.28 2.39 2.64 -0.03
C 2.62 0.95 0.64 0.44
C 3.15 1.61 1.85 -0.65
F 3.32 -0.17 -4.72 -0.35
H -2.99 -2.98 -2.32 0.55
C 0.62 2.79 4.33 -0.56
N -1.03 -2.58 -2.06 0.82
H 1.28 2.93 -1.70 0.84
C 2.28 -1.30 -2.78 0.08
H 4.18 2.10 1.72 0.35
C 1.31 2.00 -1.91 -2.01
C -2.74 -1.34 -1.11 -0.86
H 0.70 1.72 -2.91 0.22
H -3.57 -0.88 -1.02 1.13
C 2.29 -0.80 -3.99 0.09
O 2.24 0.93 4.57 -0.63
H -3.19 -1.96 2.14 0.84
N -2.61 -2.01 0.20 0.06
O 3.11 -0.07 0.01 -0.55
H -1.05 -2.86 1.37 0.68
H 3.47 -1.18 -2.34 0.02
C -0.23 -1.47 -3.99 -0.98
H 1.04 3.82 4.77 0.37
H -3.98 -0.94 1.23 0.68
C -3.10 -1.50 1.32 -2.11
C 1.31 -1.79 -2.22 -0.43
O -1.38 -0.44 2.77 -0.22
C -0.78 0.81 3.25 -0.23
H 0.71 0.32 -0.89 -0.63
H -0.44 1.76 -0.44 0.11
C -2.25 -2.31 -2.13 -1.28
H 3.69 0.69 2.62 0.31
H -1.96 -0.57 -1.11 -0.02
C 0.24 -1.90 -2.76 1.93
H 1.47 -2.28 -1.10 -0.19
C -2.18 -0.02 1.85 0.98
C -1.87 2.39 1.84 0.10
O -1.80 3.31 1.30 -0.40
H 0.22 2.33 5.32 0.32
C -2.43 1.12 1.30 -0.22
C -1.11 -3.18 -0.96 -1.51
C 0.68 1.43 -0.64 1.28
H -1.67 -4.14 -0.99 0.31
H 2.32 1.76 -2.22 0.32
H 0.28 -3.74 -0.85 0.11
C -0.92 1.93 2.95 0.13
H -2.50 -1.57 -3.18 0.04
O -0.07 3.21 3.36 -0.40
```

Computed properties:
2S+1	1
total charge	0
HOMO-LUMO gap	8.3921	eV
calculated total energy	-1568.6391	Ha

# 5
CH7N2O | wB97M-V/def2-TZVPD

XYZ file:
```
11
Properties=species:S:1:pos:R:3:mulliken_charge:R:1
H 0.28 1.69 -2.39 0.26
H 0.89 -2.54 2.12 0.33
H -0.02 -2.76 0.92 0.33
H 0.90 0.02 -1.09 0.30
O 0.21 -2.10 1.58 -0.70
N -0.33 0.40 0.49 -0.23
H -0.76 1.12 1.07 0.25
C 0.15 0.69 -0.69 0.25
H -0.23 -0.55 0.87 0.26
H -0.85 2.41 -1.35 0.26
N -0.24 1.61 -1.53 -0.31
```

Computed properties:
2S+1	1
total charge	+1
energy relative to the best compared isomer or geometry (same formula, charge and spin)	29.1	kJ/mol
HOMO-LUMO gap	12.2651	eV
calculated total energy	-226.8243	Ha

# 6
C5H8O | wB97M-V/def2-TZVPD

XYZ file:
```
14
Properties=species:S:1:pos:R:3:mulliken_charge:R:1
H -1.58 0.84 0.55 0.33
C -1.58 -0.24 0.39 -1.39
C 0.89 -0.14 0.98 -0.62
H 2.40 1.19 -0.62 0.39
H 1.17 -0.72 -1.67 0.29
H -1.97 -0.73 1.29 0.36
O 0.74 1.57 0.63 -0.46
H -0.15 0.49 -1.81 0.32
H 0.70 -0.10 2.06 0.38
C 1.42 0.83 -0.24 0.06
H -2.27 -0.47 -0.44 0.36
H -0.13 -1.80 -0.05 0.37
C 0.53 -0.02 -1.13 -0.74
C -0.17 -0.71 0.06 0.35
```

Computed properties:
2S+1	1
total charge	0
energy relative to the best compared isomer or geometry (same formula, charge and spin)	349.1	kJ/mol
HOMO-LUMO gap	10.3211	eV
SMILES	C[C@H]1C[C@H]2O[C@@H]12
calculated total energy	-270.4249	Ha

# 7
C6H16N2 | wB97M-V/def2-TZVPD

XYZ file:
```
24
Properties=species:S:1:pos:R:3:mulliken_charge:R:1
H -1.42 -0.03 1.44 0.22
H -2.85 0.99 1.56 0.41
H -0.13 -2.24 -0.33 0.32
H 2.84 -0.79 -1.81 0.21
H -1.29 1.60 2.12 0.36
C 0.68 -1.74 -0.85 -1.06
H 0.84 -0.89 1.76 0.17
H 2.59 -0.69 1.72 0.41
C 1.72 -1.21 -0.18 0.89
H -1.84 -0.40 -0.96 0.18
H -3.20 0.71 -1.11 0.39
H 0.19 1.58 -1.21 0.28
H 0.46 1.07 0.29 0.17
N -0.08 1.75 -0.24 -0.67
H -1.99 2.54 -0.13 0.22
H 0.61 -1.67 -1.93 0.26
H -1.78 0.93 -2.13 0.36
C -1.78 1.00 1.34 -1.34
C 1.76 -1.28 1.32 -1.21
C -1.51 1.56 -0.05 0.66
N 2.74 -0.55 -0.82 -0.52
H 3.62 -0.57 -0.33 0.22
C -2.11 0.64 -1.12 -1.25
H 1.90 -2.31 1.65 0.34
```

Computed properties:
2S+1	1
total charge	0
energy relative to the best compared isomer or geometry (same formula, charge and spin)	75.9	kJ/mol
HOMO-LUMO gap	9.0923	eV
SMILES	C=C(C)N.CC(C)N
calculated total energy	-347.6959	Ha

# 8
ClH26O17 | wB97M-V/def2-TZVPD

XYZ file:
```
44
Properties=species:S:1:pos:R:3:mulliken_charge:R:1
H 31.08 -27.51 7.81 0.63
H 26.88 -26.87 5.46 0.39
H 32.24 -25.36 6.60 0.29
H 30.39 -24.72 5.68 0.49
O 28.20 -31.18 5.03 -0.70
H 28.50 -26.21 3.66 0.35
O 32.07 -25.18 5.66 -0.72
H 27.92 -27.88 5.18 0.17
O 28.54 -26.60 7.48 -0.74
H 32.92 -27.37 1.75 0.30
H 28.34 -30.57 5.74 0.46
H 28.96 -24.79 4.97 0.32
H 30.43 -27.72 9.18 0.33
O 32.02 -27.77 3.91 -0.62
O 28.69 -29.28 6.85 -0.77
H 31.88 -24.52 3.25 0.24
O 30.88 -24.44 3.13 -0.59
H 29.63 -29.31 6.49 0.36
H 29.30 -26.65 8.03 0.35
H 28.74 -26.01 6.76 0.41
H 28.53 -28.36 7.00 0.42
H 28.89 -30.90 4.47 0.35
H 33.23 -25.96 2.00 0.30
O 29.92 -26.47 1.47 -0.72
O 30.37 -29.43 4.16 -0.77
O 27.01 -27.68 4.94 -0.75
H 30.71 -25.27 2.63 0.43
Cl 30.76 -28.11 4.65 1.13
H 30.80 -26.78 1.73 0.32
O 27.73 -28.00 2.26 -0.51
O 29.43 -30.37 1.63 -0.60
O 30.97 -28.13 6.12 -0.94
O 28.16 -25.37 3.30 -0.57
H 27.21 -27.84 1.45 0.24
H 29.68 -29.72 0.97 0.29
H 27.23 -27.78 3.04 0.24
O 30.96 -27.09 8.65 -0.76
H 29.94 -30.17 2.36 0.35
H 29.34 -27.00 1.98 0.35
H 32.01 -25.99 5.22 0.32
O 29.65 -27.12 4.39 -0.03
O 29.45 -24.60 5.78 -0.81
H 27.32 -25.59 2.90 0.38
O 32.72 -26.53 1.42 -0.62
```

Computed properties:
2S+1	1
total charge	-1
energy relative to the best compared isomer or geometry (same formula, charge and spin)	93.0	kJ/mol
HOMO-LUMO gap	10.0458	eV
calculated total energy	-1754.6962	Ha